Entry 1:
Formula: C33H48N9OS2Sc
Source: the Open Molecules 2025 dataset
Level of theory: ωB97M-V/def2-TZVPD

Output
* E_HOMO: -7.10 eV
* orbital gap: 7.1 eV
* LUMO level: 0.0 eV
* total charge: 0

```
94
Properties=species:S:1:pos:R:3:mulliken_charge:R:1
Sc -0.69 0.19 1.15 -0.404
C 5.72 -0.33 -1.18 -0.840
S 4.63 0.48 0.01 0.080
C 3.23 -0.63 0.20 -0.061
S 2.87 -1.85 -0.93 -0.411
N 2.60 -0.31 1.29 -1.388
N 1.37 -0.98 1.38 1.598
C 1.33 -1.97 2.16 -0.889
C 0.07 -2.72 2.25 1.202
C -0.05 -3.82 3.09 -1.220
C -1.24 -4.54 3.07 -0.387
C -2.26 -4.12 2.23 -1.203
C -2.07 -2.99 1.46 -0.148
N -0.92 -2.31 1.45 0.730
H 6.47 0.41 -1.45 0.388
H 5.15 -0.62 -2.06 0.090
H 6.20 -1.21 -0.75 0.309
H 2.21 -2.30 2.71 0.370
H 0.77 -4.11 3.72 0.500
H -1.36 -5.41 3.71 0.430
H -3.21 -4.64 2.19 0.460
H -2.87 -2.59 0.86 0.474
C -3.08 1.11 -1.48 -2.125
N -2.84 0.73 -0.10 0.559
C -3.90 0.52 0.61 -0.099
C -3.80 0.01 1.92 -0.486
C -4.77 -0.33 2.87 -0.934
C -4.06 -0.85 3.96 -1.367
C -2.71 -0.80 3.60 -0.904
N -2.55 -0.29 2.37 1.358
C -3.10 -0.04 -2.47 0.957
C -3.15 0.25 -3.83 -0.489
C -3.24 -0.77 -4.77 -0.636
C -3.28 -2.09 -4.36 -0.583
C -3.21 -2.39 -3.01 -0.459
C -3.11 -1.37 -2.07 -0.032
H -2.33 1.84 -1.79 0.123
H -4.05 1.63 -1.56 0.650
H -4.89 0.71 0.18 0.392
H -5.84 -0.20 2.77 0.498
H -4.47 -1.22 4.89 0.483
H -1.86 -1.13 4.18 0.795
H -3.14 1.29 -4.16 0.400
H -3.29 -0.52 -5.83 0.392
H -3.36 -2.89 -5.09 0.399
H -3.23 -3.42 -2.68 0.408
H -3.05 -1.59 -1.02 0.242
C 0.22 3.23 3.63 -1.523
C 0.21 1.73 3.91 1.770
C 1.61 1.24 4.30 -1.285
C -0.79 1.43 5.01 -1.738
O -0.16 1.04 2.74 -0.155
H 0.47 3.79 4.54 0.441
H -0.76 3.55 3.29 0.331
H 0.95 3.49 2.87 0.131
H 2.05 1.86 5.08 0.417
H 2.26 1.22 3.42 -0.011
H 1.56 0.21 4.68 0.306
H -0.53 1.99 5.91 0.488
H -0.79 0.37 5.26 0.268
H -1.80 1.71 4.71 0.322
C 2.57 0.39 -4.34 -0.861
C 1.07 0.21 -4.51 -1.216
N 0.45 -0.43 -3.35 1.248
C 0.16 -1.86 -3.49 -0.182
C 1.33 -2.73 -3.93 -1.434
C 0.11 0.28 -2.24 0.065
C 0.03 1.78 -2.43 -3.017
N -0.16 -0.25 -1.09 1.943
H 3.00 0.91 -5.21 0.481
H 3.07 -0.57 -4.23 0.219
H 2.80 0.98 -3.45 0.056
H 0.86 -0.42 -5.37 0.593
H 0.59 1.16 -4.73 0.496
H -0.66 -1.96 -4.21 0.113
H -0.24 -2.23 -2.55 0.175
H 1.67 -2.48 -4.93 0.324
H 1.00 -3.77 -3.95 0.432
H 2.17 -2.65 -3.24 0.199
H -0.58 2.03 -3.30 0.529
H 1.03 2.19 -2.59 0.385
H -0.38 2.24 -1.55 0.685
H 0.13 -1.23 -1.09 -0.406
C 3.35 4.14 -0.60 -0.864
N 2.89 3.39 0.57 0.316
C 3.50 3.63 1.87 -0.797
C 1.82 2.64 0.48 0.034
N 0.88 1.97 0.46 -0.219
H 4.43 4.16 -0.59 0.314
H 2.97 5.16 -0.60 0.311
H 3.02 3.63 -1.50 0.200
H 4.58 3.69 1.74 0.367
H 3.27 2.79 2.53 0.186
H 3.13 4.56 2.33 0.341
```


Entry 2:
Formula: C33H48O27
Source: the Open Molecules 2025 dataset
Level of theory: ωB97M-V/def2-TZVPD

Output
* E_HOMO (spin up / spin down): -12.31 / -12.31 eV
* orbital gap (spin up / spin down): 9.5 / 2.0 eV
* expectation value of S²: 0.7556
* LUMO level (spin up / spin down): -2.8 / -10.3 eV
* total charge: +1
* multiplicity: 2

```
108
Properties=species:S:1:pos:R:3:mulliken_charge:R:1
C 2.49 2.86 3.90 -0.563
C 3.72 3.58 3.26 -0.264
O 3.87 2.95 2.05 -0.353
C 2.84 2.00 1.91 0.154
O 2.72 1.30 0.95 -0.108
O 1.96 2.06 2.91 -0.181
H 1.70 3.51 4.29 0.348
H 2.83 2.33 4.79 0.319
H 4.57 3.56 3.95 0.294
H 3.55 4.65 3.20 0.262
C -0.46 -0.16 -0.98 1.284
C 0.81 -1.06 -0.98 0.812
O 0.37 -2.20 -0.40 -0.367
C -0.98 -2.30 -0.42 0.606
O -1.65 -3.28 -0.10 -0.470
O -1.49 -1.14 -0.83 0.067
H -0.55 0.38 -1.92 -1.034
H -0.52 0.69 -0.31 -0.512
H 1.50 -0.45 -0.41 -0.473
H 1.18 -1.25 -1.99 -0.006
C -1.17 -6.41 -1.04 0.325
C -0.49 -5.83 -2.24 -0.216
O 0.02 -6.96 -2.93 -0.284
C -0.13 -8.05 -2.23 0.532
O 0.31 -9.14 -2.47 -0.375
O -0.93 -7.77 -1.08 -0.155
H -2.22 -6.13 -0.97 0.205
H -0.83 -5.94 -0.12 0.217
H 0.33 -5.16 -2.01 0.271
H -1.09 -5.26 -2.95 0.332
C 0.93 -1.23 3.03 -0.947
C -0.14 -1.80 4.00 0.362
C -1.20 -2.61 3.33 0.427
O -1.33 -3.68 4.27 -0.443
C -0.40 -3.69 5.18 0.551
O -0.42 -4.51 6.07 -0.596
O 0.43 -2.70 4.99 -0.430
H 0.55 -0.35 2.52 0.104
H 1.10 -1.98 2.26 0.211
H 1.82 -0.90 3.56 0.437
H -0.47 -0.94 4.59 0.236
H -0.73 -2.96 2.41 -0.017
H -2.02 -1.89 3.23 0.137
C -0.96 4.78 2.23 -1.361
C -2.10 3.76 2.05 0.543
C -2.07 3.13 0.61 -0.212
O -2.37 1.82 0.89 0.187
C -2.28 1.52 2.24 0.281
O -2.45 0.42 2.75 -0.514
O -1.84 2.67 2.90 -0.353
H 0.04 4.37 2.12 0.062
H -0.94 5.23 3.22 0.450
H -0.97 5.66 1.58 0.429
H -3.08 4.22 2.19 0.241
H -1.10 3.20 0.11 -0.084
H -2.79 3.59 -0.08 0.398
C 6.75 -1.71 -1.25 -1.517
C 5.23 -1.68 -1.61 0.502
C 4.31 -0.69 -1.01 -0.014
O 3.66 0.07 -1.94 0.161
C 4.19 -0.33 -3.13 0.316
O 4.05 0.19 -4.27 -0.570
O 5.23 -1.21 -2.92 -0.361
H 6.88 -1.92 -0.18 0.390
H 7.25 -0.75 -1.31 0.388
H 7.31 -2.37 -1.90 0.349
H 4.78 -2.66 -1.44 0.225
H 4.71 -0.08 -0.20 0.188
H 3.59 -1.30 -0.46 0.020
C 2.26 6.02 0.01 -1.318
C 2.36 5.35 -1.32 0.473
C 3.59 4.56 -1.55 -0.454
O 3.15 3.31 -2.03 -0.381
C 1.82 3.29 -2.00 0.737
O 1.16 2.42 -2.43 -0.532
O 1.33 4.44 -1.47 -0.401
H 2.57 5.36 0.82 0.069
H 1.39 6.64 0.22 0.374
H 2.96 6.85 0.08 0.454
H 2.19 6.06 -2.14 0.304
H 4.11 4.40 -0.61 0.302
H 4.25 5.05 -2.27 0.281
C -4.34 -1.31 0.88 -0.841
C -4.88 -2.32 -0.17 0.862
C -4.66 -3.80 0.08 0.192
O -5.96 -4.30 0.21 -0.378
C -6.85 -3.33 0.18 0.444
O -8.01 -3.50 0.31 -0.517
O -6.27 -2.18 -0.15 -0.423
H -3.25 -1.33 0.88 -0.195
H -4.69 -1.51 1.89 0.496
H -4.73 -0.32 0.61 0.380
H -4.49 -2.07 -1.16 -0.123
H -4.08 -3.82 1.00 0.175
H -4.16 -4.38 -0.69 0.062
C -3.63 0.94 -2.27 -0.816
C -2.97 1.35 -3.62 0.267
C -2.06 2.59 -3.67 -0.012
O -0.97 2.12 -4.41 -0.316
C -0.95 0.77 -4.52 0.708
O -0.07 0.11 -5.01 -0.561
O -2.14 0.30 -4.00 -0.391
H -2.93 0.82 -1.45 -0.208
H -4.01 -0.08 -2.25 0.149
H -4.46 1.62 -2.08 0.521
H -3.72 1.46 -4.41 0.490
H -1.73 2.96 -2.70 -0.122
H -2.51 3.41 -4.24 0.404
```


Entry 3:
Formula: C33H49AgAs3Cl2N5O3S
Source: the Open Molecules 2025 dataset
Level of theory: ωB97M-V/def2-TZVPD

Output
* E_HOMO: -7.13 eV
* orbital gap: 7.5 eV
* LUMO level: 0.4 eV
* total charge: 0

```
97
Properties=species:S:1:pos:R:3:mulliken_charge:R:1
Ag 1.14 1.23 0.21 0.856
Cl 5.38 0.57 6.31 -0.251
C 4.20 0.92 5.09 0.313
C 2.84 0.94 5.45 -0.806
C 1.91 1.24 4.50 0.757
Cl 0.24 1.24 4.93 -0.229
C 2.23 1.62 3.15 -0.365
O 1.35 2.00 2.35 -0.798
C 3.64 1.48 2.81 1.237
C 4.05 1.54 1.46 -0.422
O 3.38 1.88 0.47 -0.515
C 4.58 1.16 3.80 -1.085
H 2.56 0.72 6.47 0.444
H 5.10 1.20 1.28 0.297
H 5.62 1.11 3.52 0.420
C 1.27 1.76 -3.93 -1.342
As 1.11 0.53 -2.39 0.988
C 2.41 -0.78 -3.04 -1.135
C -0.47 -0.51 -2.96 -1.466
C -1.90 0.00 -2.69 2.913
C -1.97 1.49 -3.01 -1.257
C -2.34 -0.25 -1.25 -1.338
As -1.54 0.86 0.20 1.208
C -2.30 -0.23 1.66 -1.325
C -2.88 2.29 0.30 -1.541
C -2.81 -0.80 -3.65 -2.061
As -4.82 -0.82 -3.75 0.311
C -5.27 -1.94 -2.18 -1.048
C -5.49 0.90 -3.03 -0.894
H 0.97 1.27 -4.85 0.454
H 2.31 2.08 -4.02 0.474
H 0.66 2.65 -3.77 0.333
H 2.16 -1.13 -4.05 0.378
H 2.43 -1.63 -2.36 0.185
H 3.41 -0.33 -3.06 0.405
H -0.34 -1.50 -2.50 -0.272
H -0.34 -0.65 -4.04 0.713
H -1.27 2.02 -2.36 -0.155
H -2.97 1.87 -2.84 0.176
H -1.71 1.66 -4.05 0.396
H -2.14 -1.29 -0.98 0.243
H -3.42 -0.09 -1.18 -0.029
H -3.37 -0.38 1.52 0.391
H -2.12 0.27 2.61 0.385
H -1.80 -1.20 1.69 0.261
H -3.90 1.90 0.23 0.512
H -2.70 3.03 -0.48 0.316
H -2.75 2.79 1.26 0.481
H -2.57 -1.87 -3.53 0.344
H -2.51 -0.55 -4.68 0.538
H -4.66 -2.83 -2.17 0.290
H -6.31 -2.25 -2.27 0.421
H -5.15 -1.42 -1.23 0.248
H -5.25 1.72 -3.71 0.322
H -5.12 1.14 -2.04 0.093
H -6.57 0.81 -2.98 0.410
C -2.31 6.43 0.34 -1.025
C -1.00 6.15 1.06 -0.301
C -0.10 5.27 0.28 0.148
N -0.42 4.18 -0.30 -0.563
N 0.59 3.55 -0.91 0.256
C 1.72 4.18 -0.81 0.206
N 2.86 3.79 -1.44 -0.399
S 1.61 5.67 0.10 -0.253
H -2.93 7.11 0.92 0.385
H -2.85 5.50 0.19 0.157
H -2.13 6.88 -0.63 0.322
H -1.20 5.67 2.02 0.233
H -0.48 7.09 1.26 0.385
H 2.83 2.81 -1.70 0.156
H 3.71 4.04 -0.95 0.283
C 0.81 -4.72 3.21 -1.231
N 1.58 -3.75 2.47 -0.062
N 1.10 -3.37 1.22 0.592
C 1.39 -2.02 1.00 -0.282
O 1.12 -1.41 -0.03 -0.031
C 2.04 -1.58 2.20 0.351
C 2.10 -2.63 3.07 0.139
C 2.64 -2.69 4.44 -1.458
C 0.94 -4.34 0.23 -0.166
C 1.63 -5.54 0.31 0.151
C 1.47 -6.50 -0.67 -0.789
C 0.63 -6.26 -1.75 -0.549
C -0.03 -5.05 -1.85 -0.619
C 0.12 -4.09 -0.86 -0.035
H 0.40 -5.46 2.52 0.481
H -0.02 -4.25 3.75 0.341
H 1.46 -5.23 3.93 0.379
H 2.42 -0.60 2.36 -0.391
H 3.26 -1.82 4.63 0.238
H 3.24 -3.59 4.57 0.426
H 1.84 -2.71 5.18 0.323
H 2.31 -5.71 1.13 0.484
H 2.02 -7.43 -0.60 0.391
H 0.49 -7.03 -2.50 0.397
H -0.66 -4.85 -2.70 0.423
H -0.38 -3.14 -0.93 0.328
```


Entry 4:
Formula: C33H49GeLaN2O12Te
Source: the Open Molecules 2025 dataset
Level of theory: ωB97M-V/def2-TZVPD

Output
* E_HOMO (spin up / spin down): -10.35 / -10.35 eV
* orbital gap (spin up / spin down): 6.5 / 3.9 eV
* expectation value of S²: 0.7550
* LUMO level (spin up / spin down): -3.8 / -6.5 eV
* total charge: +1
* multiplicity: 2

```
99
Properties=species:S:1:pos:R:3:mulliken_charge:R:1
La -1.52 0.72 -0.74 2.038
O -3.04 2.50 0.85 -0.242
C -2.38 3.45 1.65 -0.446
C -1.54 4.29 0.73 -1.164
N -0.37 3.59 0.15 0.297
C 0.72 3.35 1.13 -1.054
C 0.78 1.86 1.65 0.130
O 1.54 1.64 2.60 -0.566
O 0.09 0.88 1.05 -0.260
C -0.01 4.13 -1.23 -0.373
C -1.31 3.87 -2.09 0.344
O -1.84 4.87 -2.59 -0.688
O -1.62 2.59 -2.16 -0.468
H -3.63 1.96 1.42 0.094
H -3.11 4.18 2.17 0.371
H -1.84 2.88 2.44 0.282
H -2.15 4.69 -0.07 0.423
H -1.10 5.08 1.35 0.512
H 1.76 3.43 0.75 0.400
H 0.62 3.98 2.02 0.330
H 0.19 5.19 -1.33 0.341
H 0.85 3.58 -1.70 0.046
O 5.46 -3.13 -0.94 -0.457
C 4.31 -3.12 -1.75 0.203
O 3.59 -4.08 -1.92 -0.506
C 4.37 -1.80 -2.48 0.590
C 5.57 -1.15 -2.80 -0.501
C 5.54 0.19 -3.21 -0.581
C 4.33 0.87 -3.25 -0.605
C 3.16 0.18 -2.84 0.039
N 3.18 -1.15 -2.57 -0.194
C 1.80 0.77 -2.79 0.824
O 1.47 1.64 -3.75 -0.374
O 0.90 0.40 -2.03 -0.398
H 5.48 -3.94 -0.40 0.335
H 6.51 -1.66 -2.53 0.397
H 6.38 0.66 -3.69 0.423
H 4.32 1.95 -3.47 0.411
H 2.28 1.79 -4.34 0.311
C -0.85 -3.07 -2.11 -1.505
C -1.77 -2.10 -2.81 1.518
C -2.92 -2.87 -3.45 -1.980
C -1.03 -1.34 -3.93 -0.956
O -2.34 -1.16 -1.92 0.925
Ge -4.23 -1.09 -0.99 -0.480
O -4.14 0.79 -1.30 0.153
C -5.29 1.49 -1.99 1.246
C -4.91 3.00 -2.06 -1.378
C -5.52 0.83 -3.41 -1.354
C -6.53 1.28 -1.14 -1.377
O -2.97 -0.58 0.70 -0.124
C -2.79 -1.55 1.81 1.467
C -4.09 -1.34 2.62 -1.675
C -2.63 -2.92 1.29 -1.253
C -1.63 -1.11 2.70 -1.846
H -0.57 -3.86 -2.84 0.460
H -1.40 -3.69 -1.37 0.273
H 0.08 -2.70 -1.61 0.186
H -2.42 -3.72 -4.05 0.454
H -3.53 -2.27 -4.17 0.277
H -3.55 -3.39 -2.69 0.459
H -0.76 -2.05 -4.80 0.374
H -0.12 -0.88 -3.58 -0.161
H -1.72 -0.60 -4.43 0.246
H -3.92 3.12 -2.38 0.191
H -4.93 3.45 -1.06 0.217
H -5.56 3.63 -2.70 0.381
H -5.83 -0.25 -3.26 0.280
H -4.70 0.78 -4.16 0.245
H -6.36 1.41 -3.87 0.457
H -6.53 2.07 -0.40 0.358
H -6.51 0.34 -0.60 0.196
H -7.45 1.42 -1.69 0.419
H -4.98 -1.49 2.00 0.329
H -4.10 -0.33 3.04 0.320
H -4.14 -2.04 3.46 0.441
H -3.38 -2.96 0.51 0.261
H -2.91 -3.66 2.02 0.530
H -1.56 -3.08 0.95 0.154
H -1.81 -0.09 2.99 0.287
H -0.67 -1.21 2.20 0.336
H -1.54 -1.79 3.56 0.481
C 5.11 -0.04 6.28 -1.057
Te 3.50 1.09 5.23 0.572
C 4.15 -0.40 3.73 -1.279
C 5.10 -1.47 4.25 1.090
C 5.56 -2.50 3.43 -0.506
C 6.58 -3.31 3.88 -0.578
C 7.06 -3.15 5.20 -0.573
C 6.57 -2.11 6.01 -0.796
C 5.57 -1.24 5.52 0.561
H 4.83 -0.20 7.36 0.517
H 5.90 0.70 6.30 0.435
H 4.70 0.26 3.01 0.430
H 3.22 -0.78 3.22 0.497
H 4.99 -2.73 2.51 0.386
H 7.06 -3.97 3.21 0.451
H 7.75 -3.87 5.56 0.421
H 7.18 -1.82 6.89 0.336
```


Entry 5:
Formula: C33H50BaBrN4OS
Source: the Open Molecules 2025 dataset
Level of theory: ωB97M-V/def2-TZVPD

Output
* E_HOMO: -9.12 eV
* orbital gap: 5.7 eV
* LUMO level: -3.4 eV
* total charge: +1

```
91
Properties=species:S:1:pos:R:3:mulliken_charge:R:1
Ba -0.19 1.02 0.02 1.863
C 1.82 -1.64 -0.08 -0.352
C 2.08 -0.92 1.10 -0.104
C 2.53 0.39 0.70 -0.018
C 2.56 0.37 -0.73 -0.447
C 2.13 -0.87 -1.21 -0.116
C 2.09 -1.34 -2.65 2.080
C 2.46 -2.83 -2.73 -1.760
C 3.09 -0.55 -3.50 -2.048
C 0.69 -1.17 -3.24 -1.577
C 3.28 1.52 1.43 2.588
C 3.28 2.80 0.58 -1.669
C 2.66 1.93 2.78 -1.863
C 4.76 1.14 1.64 -1.716
C 1.87 -1.53 2.49 2.274
C 3.15 -1.50 3.34 -1.917
C 0.72 -0.86 3.25 -1.591
C 1.50 -3.02 2.38 -2.078
H 1.50 -2.67 -0.10 0.836
H 2.93 1.18 -1.35 0.106
H 3.42 -3.01 -2.24 0.418
H 2.53 -3.15 -3.77 0.435
H 1.71 -3.45 -2.23 0.201
H 4.09 -0.61 -3.08 0.418
H 2.81 0.51 -3.56 0.284
H 3.11 -0.94 -4.52 0.450
H -0.03 -1.73 -2.64 -0.017
H 0.64 -1.55 -4.27 0.532
H 0.39 -0.12 -3.25 0.313
H 2.27 3.05 0.26 -0.461
H 3.90 2.70 -0.31 0.355
H 3.68 3.63 1.17 0.671
H 1.63 2.28 2.66 0.123
H 3.23 2.76 3.21 0.593
H 2.66 1.13 3.51 0.292
H 5.21 0.92 0.68 0.343
H 4.87 0.26 2.27 0.248
H 5.30 1.97 2.11 0.467
H 3.46 -0.50 3.60 0.336
H 3.97 -1.97 2.79 0.343
H 3.00 -2.05 4.27 0.480
H 0.82 0.22 3.31 0.061
H 0.66 -1.24 4.28 0.534
H -0.23 -1.09 2.77 0.144
H 2.31 -3.60 1.94 0.395
H 0.59 -3.18 1.79 0.213
H 1.31 -3.41 3.38 0.483
Br -2.30 -6.47 0.31 -0.152
C -2.26 -4.62 0.67 -0.293
C -1.40 -3.79 -0.03 -0.456
C -1.37 -2.44 0.25 1.294
C -2.23 -1.89 1.21 -0.779
C -3.07 -2.74 1.93 -0.681
C -3.09 -4.10 1.67 -0.847
N -2.18 -0.49 1.39 1.319
C -3.11 0.15 1.96 -0.521
C -3.12 1.62 2.13 0.291
C -4.17 2.20 2.82 -0.922
C -4.20 3.58 2.98 -0.416
C -3.18 4.33 2.43 -0.902
C -2.16 3.68 1.75 -0.358
N -2.13 2.36 1.60 0.445
H -0.73 -4.21 -0.76 0.605
H -0.60 -1.85 -0.26 -0.633
H -3.69 -2.36 2.72 0.414
H -3.73 -4.76 2.23 0.426
H -4.00 -0.35 2.36 0.234
H -4.96 1.58 3.23 0.464
H -5.01 4.05 3.52 0.447
H -3.16 5.41 2.53 0.460
H -1.35 4.24 1.30 0.528
O -1.60 1.00 -2.07 -0.904
S -2.94 0.29 -2.10 0.617
C -4.00 1.30 -3.18 -0.903
C -3.81 0.78 -4.60 -0.527
C -3.82 -0.74 -4.45 -0.806
C -2.83 -1.05 -3.33 -0.285
H -3.72 2.34 -3.00 0.388
H -5.02 1.15 -2.83 0.417
H -2.86 1.12 -5.00 0.263
H -4.60 1.14 -5.25 0.398
H -3.52 -1.25 -5.37 0.367
H -4.82 -1.08 -4.19 0.318
H -1.81 -1.00 -3.68 -0.075
H -2.99 -2.00 -2.82 0.499
N 0.45 4.72 -0.45 -0.506
N 0.37 3.55 -1.28 -0.370
H 0.62 5.55 -1.01 0.281
H 1.26 4.62 0.16 0.244
H 1.10 3.52 -1.99 0.170
H -0.51 3.62 -1.77 0.303
```


How do the records compare in energy above the lowest of the compared OMol25 structures with the same formula, charge and spin? In the order shown, they have 80.86, 0.00, 83.59, 0.00, 17.38 kJ/mol.
How do the records compare in E? In the order shown, they have -92832.54766, -90270.06340, -271003.67214, -127232.21094, -124608.14557 eV.